Record 1
Formula: C6H15NO
Source: the Open Molecules 2025 dataset
Level of theory: the ωB97M-V functional and the def2-TZVPD basis

Computed properties:
LUMO level (spin up / spin down)	-4.223 / -7.275	eV
calculated total energy	-9993.9326	eV
multiplicity	2
expectation value of S²	0.760
energy relative to the best compared isomer or geometry (same formula, charge and spin)	30.1	kcal/mol
total charge	+1

Last column: Mulliken charge in e.
Cartesian coordinates (Å):
C 0.57 -1.53 -2.41  -1.350
C 0.77 -1.41 -0.91  0.040
C -0.49 -1.65 -0.02  -0.907
C -0.49 -0.71 1.23  -0.668
N -1.30 2.90 1.47  -0.262
C -0.87 1.71 1.85  0.201
C -0.84 0.68 0.91  -0.393
H -0.38 -1.04 -2.64  0.336
H 1.35 -0.95 -2.88  0.350
H 0.47 -2.54 -2.79  0.354
H 1.47 -2.14 -0.50  0.372
H 1.13 -0.43 -0.62  0.015
H -0.55 -2.61 0.49  0.349
H -1.37 -1.56 -0.65  0.436
H -1.37 -1.13 1.77  0.413
H 0.37 -0.99 1.82  0.364
H -1.66 3.02 0.54  0.262
H -0.98 3.72 1.97  0.277
H -0.82 1.41 2.89  0.399
H -1.30 0.79 -0.07  0.413
H 1.32 1.57 -0.50  0.288
H 2.77 1.41 -0.10  0.338
O 2.20 1.48 -0.86  -0.629

Record 2
Formula: C6H15NO2
Source: the Open Molecules 2025 dataset
Level of theory: the ωB97M-V functional and the def2-TZVPD basis

Computed properties:
LUMO level	0.163	eV
calculated total energy	-12047.7801	eV
energy relative to the best compared isomer or geometry (same formula, charge and spin)	83.7	kcal/mol

Last column: Mulliken charge in e.
Cartesian coordinates (Å):
C 1.29 -1.79 1.28  -1.298
C 1.14 -0.72 0.13  0.184
C 1.15 0.67 0.72  -1.315
N 0.21 1.68 0.16  0.065
C 0.53 1.78 -1.26  -1.027
C -1.16 1.50 0.59  -0.773
C -1.89 0.24 0.40  0.026
O -1.89 -0.36 -0.65  -0.601
H 2.34 -1.88 1.43  0.335
H 0.68 -1.34 2.17  0.292
H 0.95 -2.77 1.08  0.377
H 0.23 -0.82 -0.42  0.193
H 1.94 -0.96 -0.61  0.353
H 1.15 0.59 1.79  0.595
H 2.12 1.20 0.58  0.326
H 1.34 1.12 -1.59  0.344
H -0.25 1.60 -2.02  0.292
H 0.92 2.81 -1.27  0.375
H -1.77 2.37 0.10  0.385
H -1.30 1.97 1.57  0.383
H -2.26 -0.25 1.28  0.409
O -1.61 -2.59 -2.01  -0.649
H -2.26 -1.93 -2.31  0.307
H -1.61 -2.11 -1.14  0.423

Record 3
Formula: C6H15NO2
Source: the Open Molecules 2025 dataset
Level of theory: the ωB97M-V functional and the def2-TZVPD basis

Computed properties:
LUMO level	0.670	eV
calculated total energy	-12049.8992	eV
energy relative to the best compared isomer or geometry (same formula, charge and spin)	34.9	kcal/mol

Last column: Mulliken charge in e.
Cartesian coordinates (Å):
C -0.43 -1.87 0.62  -0.787
C 0.50 -0.74 0.94  0.452
O 0.22 0.06 1.84  -0.605
C 1.81 -0.60 0.15  0.624
C 2.98 -0.94 1.07  -1.559
O 1.85 -1.37 -1.04  -0.524
H -0.64 -2.44 1.53  0.340
H -1.37 -1.46 0.22  0.118
H -0.01 -2.56 -0.11  0.278
H 1.89 0.45 -0.17  0.147
H 2.78 -1.87 1.62  0.390
H 3.91 -1.08 0.51  0.471
H 3.13 -0.15 1.80  0.355
H 2.64 -1.95 -1.02  0.326
C -2.93 1.10 -0.70  -1.282
C -1.55 1.51 -1.19  0.487
N -1.18 2.81 -0.65  -0.707
H -2.99 1.11 0.39  0.314
H -3.70 1.77 -1.09  0.352
H -3.16 0.09 -1.05  0.323
H -1.53 1.55 -2.28  0.355
H -0.81 0.77 -0.87  -0.384
H -0.21 3.02 -0.88  0.247
H -1.21 2.77 0.38  0.270

Record 4
Formula: C6H15NO2
Source: the Open Molecules 2025 dataset
Level of theory: the ωB97M-V functional and the def2-TZVPD basis

Computed properties:
LUMO level	0.602	eV
calculated total energy	-12050.2484	eV
energy relative to the best compared isomer or geometry (same formula, charge and spin)	26.8	kcal/mol

Last column: Mulliken charge in e.
Cartesian coordinates (Å):
C 1.43 0.70 1.21  -0.886
C 0.83 0.99 -0.21  -0.729
N -0.54 0.43 -0.19  0.174
C -1.54 1.22 0.56  -0.593
C -2.59 1.80 -0.41  -1.131
C -0.82 -0.81 -0.64  0.869
C 0.26 -1.54 -1.44  -1.146
O -1.88 -1.36 -0.55  -0.618
H 0.90 1.20 2.03  0.325
H 2.46 1.10 1.16  0.372
H 1.49 -0.38 1.43  0.174
H 0.83 2.08 -0.42  0.291
H 1.45 0.50 -0.98  0.402
H -2.02 0.51 1.26  0.357
H -1.20 2.09 1.15  0.349
H -2.11 2.45 -1.16  0.285
H -3.40 2.37 0.08  0.360
H -3.04 0.93 -0.93  0.290
H -0.08 -2.54 -1.77  0.306
H 1.27 -1.63 -1.01  0.202
H 0.32 -0.88 -2.33  0.348
O 2.48 -3.18 1.40  -0.646
H 2.54 -3.70 0.56  0.318
H 2.96 -2.35 1.21  0.327

Record 5
Formula: C6H15NO3
Source: the Open Molecules 2025 dataset
Level of theory: the ωB97M-V functional and the def2-TZVPD basis

Computed properties:
LUMO level	0.522	eV
calculated total energy	-14097.2961	eV
energy relative to the best compared isomer or geometry (same formula, charge and spin)	34.0	kcal/mol

Last column: Mulliken charge in e.
Cartesian coordinates (Å):
C 0.94 1.32 -1.34  -1.187
C 0.60 0.78 0.04  -0.825
C -0.27 -0.50 0.04  0.867
O 0.20 -1.27 1.13  -0.581
O -0.14 -1.25 -1.14  -0.645
C -1.80 -0.23 0.19  -0.060
C -2.15 0.36 1.55  -1.406
N -2.35 0.58 -0.87  -0.706
H 0.07 1.78 -1.80  0.331
H 1.71 2.09 -1.24  0.383
H 1.30 0.54 -2.00  0.276
H 0.10 1.54 0.64  0.258
H 1.52 0.52 0.57  0.370
H -0.22 -2.14 1.09  0.362
H 0.77 -1.55 -1.22  0.498
H -2.28 -1.22 0.11  0.484
H -1.71 1.35 1.67  0.296
H -1.80 -0.28 2.35  0.321
H -3.23 0.46 1.62  0.377
H -2.09 0.18 -1.76  0.354
H -1.97 1.52 -0.82  0.251
C 3.20 -1.15 0.30  -0.106
O 2.67 -1.72 -0.61  -0.447
H 3.07 -1.45 1.35  0.251
H 3.86 -0.28 0.14  0.285

Record 6
Formula: C6H15NO5PSSi
Source: the Open Molecules 2025 dataset
Level of theory: the ωB97M-V functional and the def2-TZVPD basis

Computed properties:
LUMO level	2.059	eV
calculated total energy	-46191.9310	eV
total charge	-1

Last column: Mulliken charge in e.
Cartesian coordinates (Å):
C -0.99 -0.08 2.36  -0.599
C -1.94 -0.05 1.20  0.686
O -2.38 0.94 0.83  -0.473
O -2.29 -1.23 0.56  -0.417
C -1.50 -1.62 -0.57  -0.766
C -0.24 -0.83 -0.83  -0.175
C 0.47 -1.47 -2.04  -0.710
C 1.99 -1.27 -2.03  -0.950
Si 2.57 0.48 -1.61  0.466
P 1.95 1.99 -3.14  0.050
S 0.03 2.40 -3.04  -0.387
H -1.17 -0.91 3.04  0.347
H 0.04 -0.04 2.04  0.188
H -1.18 0.81 2.94  0.114
H -2.14 -1.67 -1.44  0.254
H -1.19 -2.65 -0.38  0.333
H -0.42 0.20 -1.10  0.324
H 0.42 -0.94 0.02  0.218
H 0.08 -0.99 -2.93  0.342
H 0.22 -2.53 -2.11  0.405
H 2.47 -1.97 -1.35  0.418
H 2.39 -1.51 -3.02  0.447
H 1.97 0.90 -0.33  -0.069
H 4.04 0.59 -1.43  -0.205
H 2.67 3.18 -2.86  0.076
H 2.33 1.61 -4.45  0.081
N -2.05 1.67 5.42  0.957
O -1.66 0.48 5.50  -0.637
O -1.42 2.47 4.70  -0.658
O -3.06 2.04 6.04  -0.662

Record 7
Formula: C6H15NOSi
Source: the Open Molecules 2025 dataset
Level of theory: the ωB97M-V functional and the def2-TZVPD basis

Computed properties:
LUMO level	0.744	eV
calculated total energy	-17879.1459	eV
energy relative to the best compared isomer or geometry (same formula, charge and spin)	55.9	kcal/mol

Last column: Mulliken charge in e.
Cartesian coordinates (Å):
C 2.14 -0.19 0.00  -1.536
C 0.82 0.43 -0.47  0.377
C 0.89 1.91 -0.11  -1.224
C -0.52 -0.30 0.26  1.004
C -0.26 -0.40 1.75  -1.866
Si -0.60 -2.08 -0.42  0.590
C -1.83 0.53 -0.05  0.092
N -2.19 0.65 -1.41  -0.384
O -2.36 1.24 0.82  -0.609
H 2.39 -0.22 1.07  0.264
H 2.31 -1.23 -0.30  0.371
H 2.82 0.48 -0.59  0.475
H 0.70 0.23 -1.57  0.401
H 0.39 2.78 -0.73  0.262
H 0.83 1.90 0.95  0.302
H 1.99 2.20 -0.08  0.387
H -1.12 -0.41 2.42  0.332
H 0.24 0.51 2.09  0.325
H 0.29 -1.29 1.93  0.463
H -0.54 -1.78 -1.80  -0.168
H -1.92 -2.58 -0.12  -0.194
H 0.42 -3.12 -0.06  -0.140
H -1.79 -0.08 -1.99  0.224
H -3.11 0.81 -1.55  0.253

Record 8
Formula: C6H15NS
Source: the Open Molecules 2025 dataset
Level of theory: the ωB97M-V functional and the def2-TZVPD basis

Computed properties:
LUMO level	0.974	eV
calculated total energy	-18790.0658	eV
energy relative to the best compared isomer or geometry (same formula, charge and spin)	12.1	kcal/mol

Last column: Mulliken charge in e.
Cartesian coordinates (Å):
C 0.96 1.11 -2.54  -1.394
C 0.26 1.14 -1.18  0.553
C -1.20 0.66 -1.28  -1.312
N 1.05 0.34 -0.26  -0.338
C 0.88 0.45 1.21  -0.841
C 0.37 -0.79 1.91  -0.461
C -1.06 -1.23 1.54  -0.472
S -1.64 -2.64 2.52  -0.189
H 2.01 0.80 -2.46  0.373
H 0.46 0.52 -3.32  0.333
H 0.98 2.12 -2.95  0.333
H 0.29 2.17 -0.82  0.271
H -1.85 1.24 -0.63  0.285
H -1.30 -0.39 -1.06  0.238
H -1.63 0.79 -2.26  0.483
H 1.24 -0.60 -0.57  0.263
H 0.32 1.36 1.40  0.378
H 1.90 0.62 1.58  0.261
H 0.37 -0.58 2.99  0.286
H 1.05 -1.63 1.77  0.374
H -1.03 -1.54 0.51  0.136
H -1.78 -0.44 1.70  0.337
H -0.68 -3.48 2.19  0.104

Record 9
Formula: C6H15O2PS2
Source: the Open Molecules 2025 dataset
Level of theory: the ωB97M-V functional and the def2-TZVPD basis

Computed properties:
LUMO level (spin up / spin down)	-1.014 / -2.713	eV
calculated total energy	-41517.0227	eV
energy relative to the best compared isomer or geometry (same formula, charge and spin)	59.3	kcal/mol

Last column: Mulliken charge in e.
Cartesian coordinates (Å):
C -3.55 1.78 0.44  -1.349
C 3.15 -0.05 -1.60  -1.027
C 2.38 -2.04 1.17  -1.014
C -2.25 1.19 -0.02  -0.233
C 2.75 0.56 -0.24  -0.455
C -2.31 -0.31 0.38  -0.134
O -3.97 -0.55 -1.63  -0.422
O 0.80 0.16 1.67  -0.760
P 1.52 -0.54 0.60  0.980
S 0.27 -1.26 -0.86  -0.370
S -3.70 -1.04 -0.32  0.323
H -4.30 1.49 -0.24  0.449
H -3.73 1.79 1.49  0.323
H -3.64 2.83 0.11  0.376
H 2.32 -0.36 -2.17  0.352
H 3.69 0.62 -2.32  0.322
H 3.82 -0.97 -1.44  0.227
H 1.60 -2.81 1.06  0.311
H 3.36 -2.03 0.65  0.324
H 2.66 -1.90 2.23  0.314
H -1.32 1.47 0.49  0.347
H -2.00 1.25 -1.06  0.328
H 2.26 1.50 -0.33  0.358
H 3.72 0.63 0.45  0.259
H -1.42 -1.02 0.10  -0.351
H -2.10 -0.37 1.39  0.524